DFT (wB97M-V/def2-TZVPD) results for C3H10N3O as an isolated structure.

Values from the calculation:
Total charge = -1
2S+1 = 1
Maximum force = 0.53 eV/Å
E_LUMO = 4.2 eV

Last column: natural (NBO) charge in e.
Geometry (Å):
C (-1.790, 2.071, -0.573)  -0.417
N (-2.123, 1.030, 0.387)  -0.661
C (-1.007, 0.082, 0.576)  0.109
O (0.175, 0.681, 0.920)  -0.883
H (-0.910, 2.651, -0.296)  0.181
H (-2.652, 2.736, -0.703)  0.164
H (-1.575, 1.595, -1.534)  0.180
H (-2.309, 1.462, 1.285)  0.329
H (-0.926, -0.470, -0.372)  0.124
H (-1.365, -0.628, 1.345)  0.114
N (2.067, -0.581, -0.103)  -0.870
C (2.210, -1.892, -0.247)  0.279
N (1.266, -2.771, -0.111)  -0.832
H (1.123, 0.020, 0.447)  0.461
H (2.929, -0.070, -0.198)  0.337
H (3.225, -2.228, -0.531)  0.081
H (1.663, -3.688, -0.293)  0.302

---

DFT (wB97M-V/def2-TZVPD) results for a 16-piece molecular cluster, C35H107N5O16 overall in a non-equilibrium geometry.

Values from the calculation:
Total charge = 0
2S+1 = 1
Maximum force = 2.87 eV/Å
E_LUMO = 0.4 eV

Last column: Löwdin charge in e.
Geometry (Å):
C (-2.423, 15.271, -30.256)  -0.040
C (-1.570, 15.672, -29.044)  -0.469
C (-2.359, 15.954, -27.753)  -0.036
O (-0.732, 14.582, -28.808)  -0.112
H (-3.095, 14.432, -30.075)  0.086
H (-1.783, 15.033, -31.105)  0.062
H (-2.968, 16.113, -30.683)  0.076
H (-0.817, 16.441, -29.214)  0.120
H (-3.082, 15.169, -27.530)  0.078
H (-2.843, 16.927, -27.839)  0.082
H (-1.726, 15.985, -26.866)  0.062
H (-0.125, 14.610, -29.551)  0.021
C (0.959, 20.163, -29.319)  -0.046
C (1.890, 21.181, -30.044)  -0.464
C (3.099, 20.490, -30.638)  -0.059
O (1.101, 21.773, -31.066)  -0.048
H (0.021, 20.621, -29.006)  0.077
H (1.318, 19.750, -28.377)  0.045
H (0.770, 19.313, -29.975)  0.059
H (2.293, 21.903, -29.334)  0.136
H (2.872, 19.617, -31.250)  0.058
H (3.695, 20.043, -29.842)  0.069
H (3.716, 21.215, -31.168)  0.087
H (1.066, 21.180, -31.821)  0.085
C (4.414, 15.068, -19.550)  -0.046
C (4.802, 14.291, -20.801)  -0.472
C (4.069, 12.923, -20.999)  -0.046
O (4.560, 15.004, -21.970)  -0.093
H (3.365, 15.289, -19.749)  0.072
H (5.005, 15.940, -19.271)  0.068
H (4.474, 14.403, -18.689)  0.078
H (5.844, 14.015, -20.638)  0.135
H (4.005, 12.280, -20.121)  0.068
H (4.437, 12.313, -21.825)  0.075
H (3.005, 13.084, -21.171)  0.066
H (3.651, 15.312, -21.994)  0.020
C (0.878, 24.736, -23.243)  -0.036
C (0.431, 23.273, -23.637)  -0.437
C (-0.920, 23.245, -24.421)  -0.054
O (1.440, 22.620, -24.424)  -0.073
H (0.036, 25.356, -22.935)  0.071
H (1.351, 25.201, -24.108)  0.073
H (1.587, 24.660, -22.419)  0.073
H (0.301, 22.687, -22.727)  0.104
H (-1.653, 23.805, -23.839)  0.072
H (-1.340, 22.246, -24.539)  0.055
H (-0.874, 23.716, -25.403)  0.077
H (1.491, 23.137, -25.231)  0.081
C (-1.994, 20.446, -22.013)  -0.048
C (-0.997, 19.786, -21.071)  -0.539
C (0.452, 20.305, -21.029)  -0.017
O (-1.380, 19.926, -19.761)  -0.027
H (-2.088, 21.468, -21.647)  0.084
H (-3.008, 20.049, -22.063)  0.078
H (-1.602, 20.414, -23.029)  0.058
H (-1.011, 18.772, -21.471)  0.091
H (0.399, 21.330, -20.663)  0.085
H (0.885, 20.315, -22.029)  0.066
H (1.030, 19.647, -20.380)  0.079
H (-2.242, 19.541, -19.586)  0.101
O (3.621, 18.434, -19.660)  -0.051
H (3.430, 18.532, -20.592)  -0.020
H (4.560, 18.249, -19.625)  0.027
O (3.480, 18.893, -22.642)  -0.060
H (2.889, 18.885, -23.395)  0.025
H (3.835, 19.782, -22.625)  0.091
O (4.480, 13.301, -26.202)  -0.051
H (3.682, 12.809, -26.008)  0.000
H (4.762, 12.975, -27.056)  0.059
O (0.267, 13.141, -26.840)  -0.061
H (-0.393, 12.951, -26.173)  0.044
H (-0.227, 13.525, -27.564)  -0.011
O (5.968, 14.321, -24.197)  -0.077
H (5.454, 14.570, -23.429)  -0.036
H (5.320, 14.014, -24.831)  -0.042
O (5.725, 18.008, -24.097)  -0.043
H (4.911, 18.375, -23.752)  -0.011
H (6.096, 17.516, -23.364)  0.059
C (1.823, 10.826, -23.941)  -0.039
C (2.223, 10.101, -25.234)  -0.413
C (1.208, 9.073, -25.688)  -0.202
O (0.974, 8.103, -24.675)  -0.180
C (2.022, 7.171, -24.487)  -0.123
N (2.422, 11.178, -26.225)  0.040
H (2.605, 11.520, -23.630)  0.060
H (1.794, 10.109, -23.121)  0.079
H (0.955, 11.466, -24.097)  0.078
H (3.164, 9.572, -25.084)  0.133
H (1.550, 8.586, -26.601)  0.118
H (0.251, 9.543, -25.918)  0.128
H (2.450, 6.672, -25.357)  0.092
H (1.775, 6.474, -23.686)  0.085
H (2.831, 7.596, -23.892)  0.075
H (2.734, 10.711, -27.064)  0.082
H (1.656, 11.821, -26.366)  0.031
C (4.156, 19.859, -26.562)  -0.091
C (5.549, 20.217, -26.855)  -0.405
C (6.159, 21.324, -25.900)  -0.190
O (5.458, 22.513, -26.046)  -0.192
C (5.992, 23.725, -25.608)  -0.115
N (6.229, 18.927, -26.624)  0.042
H (3.513, 20.738, -26.542)  0.075
H (4.020, 19.403, -25.581)  0.063
H (3.744, 19.184, -27.313)  0.071
H (5.594, 20.539, -27.895)  0.133
H (7.172, 21.396, -26.296)  0.118
H (6.160, 20.969, -24.869)  0.123
H (7.065, 23.792, -25.785)  0.084
H (5.873, 23.721, -24.525)  0.081
H (5.500, 24.639, -25.940)  0.085
H (6.202, 18.660, -25.651)  0.009
H (7.220, 19.054, -26.776)  0.063
C (1.741, 14.685, -23.972)  -0.035
C (2.118, 16.133, -23.882)  -0.388
C (1.081, 17.070, -24.544)  -0.140
O (1.705, 18.356, -24.755)  -0.221
C (0.797, 19.286, -25.345)  -0.082
N (2.322, 16.456, -22.479)  0.075
H (2.589, 14.223, -23.466)  0.067
H (1.748, 14.296, -24.990)  0.054
H (0.808, 14.430, -23.470)  0.082
H (3.098, 16.289, -24.333)  0.147
H (0.251, 17.199, -23.850)  0.109
H (0.675, 16.730, -25.497)  0.117
H (0.513, 18.974, -26.350)  0.076
H (1.195, 20.298, -25.420)  0.072
H (-0.127, 19.408, -24.780)  0.076
H (2.836, 17.326, -22.455)  0.031
H (1.449, 16.576, -21.986)  0.079
C (-3.721, 15.880, -24.110)  -0.049
C (-2.410, 15.515, -23.392)  -0.431
C (-2.194, 16.319, -22.069)  -0.161
O (-0.883, 15.957, -21.564)  -0.228
C (-0.742, 16.115, -20.146)  -0.081
N (-2.436, 14.117, -23.071)  0.037
H (-4.580, 15.479, -23.573)  0.077
H (-3.789, 15.486, -25.124)  0.060
H (-3.847, 16.958, -24.211)  0.074
H (-1.563, 15.608, -24.072)  0.117
H (-2.942, 16.140, -21.297)  0.128
H (-2.243, 17.380, -22.314)  0.096
H (0.217, 15.686, -19.857)  0.084
H (-1.429, 15.611, -19.465)  0.092
H (-0.637, 17.182, -19.949)  0.075
H (-1.689, 14.094, -22.391)  0.056
H (-3.242, 13.933, -22.490)  0.071
C (1.256, 16.836, -31.964)  -0.016
C (2.021, 15.748, -30.996)  -0.355
C (2.303, 16.346, -29.602)  -0.182
O (3.209, 15.600, -28.763)  -0.160
C (2.947, 15.817, -27.395)  -0.105
N (1.142, 14.607, -30.848)  0.037
H (0.182, 16.754, -31.794)  0.063
H (1.549, 16.688, -33.003)  0.066
H (1.697, 17.800, -31.710)  0.032
H (2.939, 15.555, -31.552)  0.133
H (1.362, 16.465, -29.065)  0.103
H (2.656, 17.367, -29.748)  0.107
H (2.688, 16.868, -27.266)  0.074
H (3.900, 15.676, -26.885)  0.092
H (2.179, 15.168, -26.974)  0.070
H (1.768, 13.923, -30.449)  0.097
H (1.124, 14.122, -31.734)  0.097

---

DFT (wB97M-V/def2-TZVPD) results for one molecule with the formula C4H8N2O in a non-equilibrium geometry.

Values from the calculation:
Total charge = 0
2S+1 = 1
Maximum force = 2.40 eV/Å
E_LUMO = 1.0 eV
SMILES string = [H]/N=C(/C=N/[H])OCC

Last column: natural (NBO) charge in e.
Geometry (Å):
C (2.316, 0.135, 0.409)  0.067
C (1.083, -0.669, 0.230)  0.504
C (-2.247, 0.805, -0.274)  -0.632
C (-1.283, -0.410, -0.154)  -0.082
N (2.225, 1.384, 0.319)  -0.573
N (1.262, -1.916, 0.080)  -0.707
O (0.020, 0.103, 0.166)  -0.484
H (3.194, -0.476, 0.688)  0.178
H (-3.226, 0.749, 0.240)  0.218
H (-1.766, 1.730, 0.091)  0.238
H (-2.415, 0.891, -1.342)  0.206
H (-1.275, -0.768, -1.175)  0.188
H (-1.518, -1.010, 0.674)  0.190
H (3.145, 1.896, 0.295)  0.345
H (0.485, -2.444, -0.247)  0.345

---

DFT (wB97M-V/def2-TZVPD) results for one molecule with the formula C2O2S in a non-equilibrium geometry.

Values from the calculation:
Total charge = 0
2S+1 = 1
Maximum force = 3.54 eV/Å
E_LUMO (alpha / beta) = -1.7 / -1.7 eV
SMILES string = O=c1oc1=S

Last column: natural (NBO) charge in e.
Geometry (Å):
C (0.776, -0.048, 0.083)  0.707
C (-0.586, 0.201, -0.019)  0.060
O (1.956, 0.054, 0.170)  -0.451
O (-0.077, -1.015, -0.537)  -0.423
S (-2.069, 0.808, 0.302)  0.107

---

DFT (wB97M-V/def2-TZVPD) results for H10LiO13S2 as an isolated structure in a non-equilibrium geometry.

Values from the calculation:
Total charge = -3
2S+1 = 1
Maximum force = 5.39 eV/Å
E_LUMO = 6.5 eV

Last column: natural (NBO) charge in e.
Geometry (Å):
Li (0.457, -0.232, 0.059)  0.884
S (-0.259, -3.323, 0.668)  2.635
O (0.116, -3.185, 2.065)  -1.145
O (0.119, -2.080, -0.003)  -1.169
O (0.421, -4.489, 0.120)  -1.132
O (-1.694, -3.501, 0.448)  -1.093
S (-1.644, 1.004, -1.775)  2.602
O (-2.071, -0.382, -1.561)  -1.072
O (-1.041, 1.100, -3.139)  -1.119
O (-2.820, 1.820, -1.755)  -1.125
O (-0.681, 1.358, -0.690)  -1.186
O (0.723, 3.127, 0.523)  -1.012
H (0.349, 3.816, -0.027)  0.455
H (0.302, 2.323, 0.219)  0.520
O (2.228, -1.780, -1.562)  -0.991
H (2.964, -2.153, -1.077)  0.443
H (1.474, -1.902, -0.985)  0.514
O (0.031, 0.230, 1.954)  -0.949
H (-0.228, 1.004, 2.454)  0.480
H (0.377, -0.375, 2.610)  0.490
O (-2.402, 1.846, 1.237)  -1.014
H (-1.724, 1.375, 0.752)  0.506
H (-2.774, 2.455, 0.600)  0.475
O (2.255, 0.570, -0.197)  -0.961
H (2.850, 1.303, -0.040)  0.469
H (2.671, 0.068, -0.898)  0.497

---

DFT (wB97M-V/def2-TZVPD) results for C24H22N2S4Sr as an isolated structure.

Values from the calculation:
Total charge = 0
2S+1 = 1
Maximum force = 0.26 eV/Å
E_LUMO = -1.0 eV

Last column: natural (NBO) charge in e.
Geometry (Å):
Sr (-0.475, 1.146, 0.274)  1.690
S (-3.523, 0.852, 0.431)  -0.274
C (-3.202, 0.048, 1.870)  0.118
N (-3.330, -1.250, 2.045)  -0.343
C (-3.313, -1.807, 3.398)  -0.239
C (-4.036, -0.829, 4.296)  -0.234
N (-3.299, 0.436, 4.249)  -0.373
C (-2.936, 1.031, 5.542)  -0.259
C (-2.012, 0.123, 6.321)  0.026
C (-0.735, -0.168, 5.840)  -0.241
C (0.089, -1.036, 6.537)  -0.182
C (-0.349, -1.616, 7.722)  -0.207
C (-1.614, -1.326, 8.208)  -0.208
C (-2.443, -0.462, 7.505)  -0.250
C (-2.749, 0.821, 3.104)  0.092
S (-1.535, 1.946, 2.975)  -0.169
C (-3.555, -2.205, 0.954)  -0.254
C (-4.952, -2.770, 1.000)  -0.068
C (-5.157, -4.117, 1.271)  -0.207
C (-6.445, -4.634, 1.337)  -0.206
C (-7.535, -3.802, 1.137)  -0.207
C (-7.337, -2.454, 0.865)  -0.221
C (-6.052, -1.940, 0.794)  -0.157
H (-2.281, -1.959, 3.728)  0.246
H (-3.828, -2.765, 3.370)  0.238
H (-4.032, -1.181, 5.325)  0.240
H (-5.070, -0.691, 3.969)  0.219
H (-3.861, 1.193, 6.098)  0.212
H (-2.477, 1.996, 5.342)  0.253
H (-0.385, 0.282, 4.919)  0.241
H (1.076, -1.257, 6.154)  0.230
H (0.299, -2.290, 8.266)  0.219
H (-1.958, -1.772, 9.132)  0.217
H (-3.433, -0.235, 7.886)  0.208
H (-2.808, -2.991, 1.073)  0.244
H (-3.358, -1.686, 0.020)  0.257
H (-4.304, -4.768, 1.424)  0.216
H (-6.594, -5.685, 1.545)  0.218
H (-8.539, -4.203, 1.188)  0.218
H (-8.186, -1.804, 0.700)  0.217
H (-5.895, -0.891, 0.572)  0.217
S (2.107, 1.243, 1.186)  -0.641
C (2.504, -0.472, 1.467)  -0.148
C (3.827, -0.724, 1.850)  -0.231
C (4.295, -1.996, 2.122)  -0.232
C (3.429, -3.076, 2.013)  -0.241
C (2.119, -2.850, 1.633)  -0.221
C (1.626, -1.570, 1.357)  -0.171
S (-0.095, -1.495, 0.892)  -0.677
H (4.494, 0.125, 1.932)  0.213
H (5.327, -2.140, 2.416)  0.204
H (3.768, -4.084, 2.217)  0.203
H (1.433, -3.683, 1.540)  0.206